No. 1
Molecular formula: C2O4S
Method: DFT, wB97M-V/def2-TZVPD

multiplicity	1
net charge	0
energy above the lowest of the compared OMol25 structures with the same formula, charge and spin	1.970	eV

Geometry as XYZ:
```
7
Properties=species:S:1:pos:R:3:nbo_charge:R:1
C 0.57394 0.58283 -0.48170 0.1560
C -2.18344 -0.31589 -0.04929 1.0314
O -1.31880 -0.86190 -0.56869 -0.5376
O -3.00698 0.27826 0.39065 -0.4698
O 0.77295 0.72524 0.76635 -0.5473
O 3.24877 0.06843 -0.10378 -0.8541
S 1.91357 -0.47696 0.04647 1.2215
```

=====

No. 2
Molecular formula: C16H32AlBr2F3NO3
Method: DFT, wB97M-V/def2-TZVPD

multiplicity	1
net charge	-1
energy above the lowest of the compared OMol25 structures with the same formula, charge and spin	1.667	eV

Geometry as XYZ:
```
58
Properties=species:S:1:pos:R:3:nbo_charge:R:1
C -0.02963 -3.66832 -1.85154 -0.6198
C -1.28024 -2.66702 -2.04062 -0.3985
C -0.76114 -1.15983 -1.79788 -0.4238
C -0.80694 -0.29542 -3.12241 -0.4016
C -2.19532 0.41000 -3.45978 -0.9859
Al -3.39425 0.91616 -1.89406 1.4242
C -2.60728 2.24172 -0.55550 -0.9860
C -1.02528 2.41415 -0.58382 -0.4659
C -0.37970 2.48679 0.89148 0.3023
F -1.15445 3.29747 1.72770 -0.3485
Br -0.26352 0.62779 1.64198 -0.0035
C 1.15381 2.99167 0.80418 0.6084
F 1.23404 4.26269 0.24398 -0.3277
F 1.63826 2.96867 2.13629 -0.3522
Br 2.28799 1.70408 -0.21629 0.0193
C -4.16479 -0.79277 -0.99016 -1.0228
C -5.32613 -0.36075 0.04184 0.0877
O -6.47743 -1.22608 -0.24544 -0.7522
C -4.92229 -0.59524 1.56862 -0.2395
N -3.47156 -0.45561 1.85438 -0.8527
H 0.79086 -3.26331 -2.52085 0.1976
H -0.29127 -4.74500 -2.04621 0.2010
H 0.33014 -3.48171 -0.78542 0.1997
H -1.78897 -2.79060 -3.04188 0.2015
H -2.03740 -2.98641 -1.25847 0.2027
H 0.34839 -1.28517 -1.53900 0.1839
H -1.22788 -0.68403 -0.88912 0.2287
H -0.51814 -0.99617 -3.98118 0.1761
H -0.00408 0.51850 -3.13808 0.1853
H -2.00570 1.30719 -4.14610 0.2024
H -2.78673 -0.32622 -4.11013 0.2011
H -4.69864 1.63584 -2.53035 -0.4337
H -2.87197 1.85360 0.48838 0.2092
H -3.09359 3.26879 -0.66741 0.2159
H -0.45794 1.59625 -1.10919 0.2277
H -0.80157 3.41409 -1.06876 0.2207
H -3.37194 -1.42643 -0.50023 0.2097
H -4.70763 -1.33366 -1.83740 0.2147
H -5.68556 0.69798 -0.13261 0.1808
H -6.12392 -2.13064 -0.21787 0.4525
H -5.50573 0.16920 2.18834 0.1680
H -5.29762 -1.63729 1.83808 0.1782
H -3.17138 -1.24134 2.44231 0.3541
H -3.24793 0.42046 2.32801 0.3630
O 8.07732 -2.12198 1.63115 -0.5782
C 7.50724 -1.12191 1.98981 0.7977
O 6.41089 -1.21311 2.75884 -0.5049
C 5.74277 -0.09009 3.35183 -0.0696
C 4.81683 0.58633 2.36137 -0.6411
C 7.96549 0.23307 1.52048 -0.7438
H 6.46526 0.59943 3.79594 0.1702
H 5.15141 -0.49088 4.17743 0.1994
H 5.36132 0.97909 1.50093 0.2062
H 4.28304 1.41188 2.83605 0.2283
H 4.08858 -0.12777 1.97315 0.2298
H 7.61702 0.39041 0.49901 0.2479
H 9.05547 0.25440 1.53994 0.2411
H 7.62943 1.05708 2.14628 0.2148
```

=====

No. 3
Molecular formula: C20H34BBrI2N4O7
Method: DFT, wB97M-V/def2-TZVPD

E	-4722.518840	a.u.
multiplicity	1
net charge	0

Geometry as XYZ:
```
69
Properties=species:S:1:pos:R:3:nbo_charge:R:1
C -2.53332 -0.27207 -1.50000 -0.5978
C -2.68827 -1.71866 -0.96953 -0.7791
B -1.36734 -2.59362 -1.11140 1.0099
O -1.00687 -3.17128 -2.27833 -0.8565
C -0.48882 -2.81650 0.19687 -0.3856
C 0.50497 -2.03639 0.58611 -0.1263
Br 1.11977 -0.52806 -0.36685 0.1241
C 1.22511 -2.32169 1.86186 0.4748
O 2.38398 -2.04189 2.05718 -0.4806
C 0.37074 -2.97712 2.90448 -0.2582
I 0.85375 -2.52621 4.89194 0.2327
C -0.62129 -3.77442 2.53855 -0.2445
I -1.93556 -4.74468 3.83407 0.2418
C -0.80036 -3.99105 1.05762 0.5085
O -1.15264 -5.06257 0.61128 -0.4752
H -1.50738 0.02633 -1.65171 0.2165
H -2.96369 0.46022 -0.83382 0.2138
H -3.05698 -0.19710 -2.44251 0.2221
H -2.93491 -1.67930 0.08848 0.2166
H -3.50306 -2.23235 -1.47251 0.2327
H -1.78069 -3.11547 -2.85527 0.5085
C 0.53472 4.28621 -2.21914 -0.7333
C 0.04741 3.54859 -0.99769 0.6814
O -0.83097 2.70029 -1.05835 -0.6472
N 0.61923 3.85640 0.19335 -0.6178
C 1.66738 4.82437 0.46482 -0.4105
H -0.01961 3.92949 -3.08148 0.2429
H 0.36236 5.35917 -2.11006 0.2471
H 1.59680 4.09895 -2.38291 0.2259
H 0.24594 3.32768 0.96555 0.3996
H 2.52763 4.31908 0.90720 0.1976
H 1.30305 5.57203 1.17086 0.2007
H 1.98011 5.32480 -0.44415 0.2159
C -2.51919 5.21907 -0.05627 -0.7144
C -2.33159 6.71031 0.06760 0.6759
O -1.62665 7.33775 -0.70912 -0.6416
N -2.97231 7.34735 1.08339 -0.6171
C -3.84159 6.77604 2.09526 -0.4109
H -1.95525 4.87293 -0.90560 0.2468
H -2.15515 4.71446 0.83843 0.2240
H -3.56925 4.97245 -0.21780 0.2290
H -2.80080 8.33968 1.10644 0.3994
H -4.82902 7.23687 2.03569 0.1976
H -3.42970 6.96985 3.08728 0.1959
H -3.94490 5.70534 1.96024 0.2139
C -1.72348 -0.41963 -6.34407 -0.7209
C -1.85121 -1.68582 -5.53606 0.6842
O -2.75458 -1.85538 -4.72734 -0.6591
N -0.92655 -2.65629 -5.72258 -0.6060
C 0.21725 -2.66747 -6.61541 -0.4110
H -2.53620 0.24674 -6.07406 0.2480
H -0.77708 0.07709 -6.12874 0.2301
H -1.78741 -0.63682 -7.41075 0.2276
H -1.08674 -3.46556 -5.14479 0.3997
H 0.13322 -3.50545 -7.30899 0.1994
H 1.13285 -2.79115 -6.03530 0.2033
H 0.27947 -1.74516 -7.18191 0.2112
C 5.57543 -5.64726 6.80704 -0.7203
C 4.60107 -4.51690 6.57215 0.6754
O 4.06725 -3.92123 7.49481 -0.6362
N 4.33118 -4.17824 5.28611 -0.6181
C 4.85650 -4.76100 4.06609 -0.4099
H 5.68245 -5.79417 7.87682 0.2435
H 5.20614 -6.57167 6.36158 0.2245
H 6.55245 -5.40592 6.38695 0.2242
H 3.67388 -3.41898 5.20513 0.4049
H 5.37352 -3.99533 3.48562 0.2013
H 4.03537 -5.15361 3.46335 0.1979
H 5.54943 -5.56612 4.28432 0.2075
```

=====

No. 4
Molecular formula: C3H7ClO4P2
Method: DFT, wB97M-V/def2-TZVPD

multiplicity	1
net charge	0
energy above the lowest of the compared OMol25 structures with the same formula, charge and spin	0.000	eV

Geometry as XYZ:
```
17
Properties=species:S:1:pos:R:3:nbo_charge:R:1
C 1.28404 1.69209 0.40294 -0.0800
C 0.20129 1.14056 1.25401 -0.8563
C -1.11142 -1.39636 -1.75615 -0.2999
O -1.63952 -0.83524 1.47296 -1.0561
O 1.91173 0.59361 -0.26276 -0.8078
O -2.10327 0.83771 -0.40014 -1.0739
O -0.02078 -0.87815 -0.86082 -0.8821
P 1.28435 -0.18399 -1.51668 1.4376
P -1.20517 0.21211 0.54856 2.3048
Cl 0.31054 1.31063 -2.56173 -0.3445
H 0.74856 2.47241 -0.34947 0.2086
H 2.08239 2.14531 0.94938 0.2120
H 0.72636 0.47967 2.02477 0.2671
H -0.31108 1.83583 1.92060 0.2725
H -0.65687 -1.61917 -2.79226 0.2040
H -1.86089 -0.56554 -1.80076 0.2661
H -1.52051 -2.35636 -1.40632 0.2280
```

=====

No. 5
Molecular formula: C29H24N6O5SSn
Method: DFT, wB97M-V/def2-TZVPD

multiplicity	1
net charge	0
energy above the lowest of the compared OMol25 structures with the same formula, charge and spin	0.000	eV

Geometry as XYZ:
```
66
Properties=species:S:1:pos:R:3:nbo_charge:R:1
Sn -1.08233 1.09600 0.32972 1.4279
C -2.11813 3.43249 -3.49332 -0.2816
C -2.33646 2.48456 -4.49168 -0.1605
C -2.58767 1.18068 -4.13470 -0.2385
C -2.61583 0.82463 -2.77655 0.3672
N -2.39847 1.73798 -1.82819 -0.5200
C -2.15117 3.00084 -2.18720 0.0670
N -2.91044 -0.49520 -2.49516 -0.5343
C -2.86045 -1.08128 -1.35357 0.4694
N -2.46917 -0.65949 -0.08527 -0.7662
C -2.63887 -1.72576 0.78634 0.4960
N -2.44607 -1.85822 2.05106 -0.5470
C -2.02854 -0.89191 2.94008 0.3833
C -1.87711 -1.30122 4.27511 -0.2381
C -1.49003 -0.39244 5.22985 -0.1489
C -1.25629 0.93058 4.85656 -0.2797
C -1.41154 1.25603 3.53071 0.0694
N -1.79162 0.37830 2.59311 -0.5555
C -3.15475 -2.89346 0.03205 -0.1021
C -3.45877 -4.17693 0.43917 -0.1654
C -3.90667 -5.06454 -0.53274 -0.2068
C -4.04353 -4.66457 -1.86239 -0.2030
C -3.73687 -3.36650 -2.25471 -0.1972
C -3.29098 -2.49853 -1.27824 -0.0090
H -1.91979 4.46938 -3.72649 0.2198
H -2.31265 2.77195 -5.53550 0.2162
H -2.77295 0.40639 -4.86586 0.2289
H -1.95769 3.68964 -1.37022 0.1974
H -2.07402 -2.33768 4.50924 0.2320
H -1.36540 -0.70113 6.26012 0.2197
H -0.94824 1.67840 5.57330 0.2239
H -1.21188 2.26186 3.17617 0.2053
H -3.34904 -4.46937 1.47543 0.2297
H -4.15130 -6.08242 -0.25687 0.2138
H -4.39100 -5.37870 -2.59821 0.2135
H -3.83993 -3.03836 -3.28093 0.2305
O 0.19542 -0.89745 -0.14211 -0.6498
C 1.25058 -1.40066 0.24586 0.4549
C 2.16748 -0.89623 1.22740 -0.3426
C 3.28161 -1.68760 1.52322 -0.0810
C 4.17678 -1.29590 2.47854 -0.0831
C 3.97976 -0.09910 3.20080 -0.1540
C 2.90669 0.69266 2.93106 -0.2653
C 1.95636 0.35527 1.90566 0.4562
O 1.00676 1.13569 1.61524 -0.7489
N 5.33673 -2.12426 2.75900 0.5364
O 6.11458 -1.73986 3.61440 -0.3967
O 5.51188 -3.12015 2.07911 -0.3997
H 1.54204 -2.36671 -0.19903 0.1394
H 3.44277 -2.62029 0.99587 0.2428
H 4.69630 0.16552 3.96637 0.2462
H 2.73643 1.61410 3.47351 0.2182
O 0.56495 1.69761 -1.55217 -1.0124
S 1.97102 1.16355 -1.72009 1.2423
C 2.54543 1.89080 -3.27864 -0.5934
C 2.90879 3.32873 -2.93361 -0.4149
C 3.77767 3.20773 -1.68423 -0.4101
C 3.02965 2.27474 -0.72822 -0.6073
H 1.72432 1.76940 -3.98353 0.2531
H 3.41316 1.31783 -3.61492 0.2255
H 1.99464 3.88316 -2.71007 0.2215
H 3.42254 3.83048 -3.75342 0.2245
H 3.98141 4.17101 -1.21753 0.2288
H 4.73802 2.76390 -1.95715 0.2050
H 2.30497 2.79242 -0.09916 0.2640
H 3.67691 1.67158 -0.09239 0.2432
```

=====

No. 6
Molecular formula: C7H9Br
Method: DFT, wB97M-V/def2-TZVPD

multiplicity	1
net charge	0
energy above the lowest of the compared OMol25 structures with the same formula, charge and spin	5.863	eV

Geometry as XYZ:
```
17
Properties=species:S:1:pos:R:3:nbo_charge:R:1
C -0.30232 -2.04487 -0.40097 -0.3762
C 0.10210 -1.72000 0.98197 -0.4055
C 0.14264 1.83932 0.99851 -0.4068
C -0.28560 2.00316 -0.50628 -0.3962
C 1.58722 0.02195 -0.50625 -0.1607
C 0.40702 -0.74765 -0.09558 -0.1203
C 0.41891 0.74644 0.02930 -0.1167
Br 3.35910 -0.04507 0.00955 0.0926
H 0.35856 -2.84126 -0.70787 0.2230
H -1.30366 -2.14228 -0.71455 0.2195
H -0.47233 -1.31144 1.80830 0.2144
H 0.70501 -2.44127 1.44879 0.2159
H 0.98813 2.50592 1.25805 0.2276
H -0.58848 1.56682 1.80848 0.2253
H -1.32360 2.15085 -0.79902 0.2260
H 0.39469 2.76847 -1.03022 0.2164
H 1.74977 0.22388 -2.20503 0.1217
```